Entry 1:
The molecule C9H16N2O4 in a non-equilibrium geometry. Source: OMol25; level of theory: ωB97M-V/def2-TZVPD.

```
! wB97M-V def2-TZVPD RIJCOSX def2/J DEFGRID3
* xyz 0 1
C -0.865 -0.678 -0.640
C 2.690 -0.891 -1.161
C 1.474 0.978 -0.063
C 1.473 -0.468 -0.349
C -0.676 1.281 0.736
C -1.780 -1.664 -1.382
C 1.532 -1.395 0.935
C -1.083 2.442 -0.268
C -2.548 -0.193 1.227
N 0.336 -0.856 -1.122
N -1.264 0.036 0.515
O 2.442 -1.208 -2.451
O 3.801 -0.714 -0.667
O 2.190 1.477 1.012
O -0.393 1.627 1.970
H 1.526 1.731 -0.773
H -1.685 -2.685 -1.114
H -1.424 -1.692 -2.438
H -2.841 -1.348 -1.353
H 0.570 -1.529 1.560
H 2.463 -1.150 1.516
H 1.705 -2.348 0.578
H -0.556 3.317 0.026
H -2.124 2.743 -0.239
H -0.687 2.173 -1.230
H -2.483 -1.277 1.723
H -3.411 -0.121 0.586
H -2.570 0.623 1.927
H 1.434 -1.319 -2.560
H 2.484 0.815 1.544
H 0.268 2.292 1.956
*
```

Calculated values
- LUMO level: 0.521 eV
- Gap between HOMO and LUMO: 7.9 eV

natural (NBO) population analysis, charges in e, atoms 1 to 8:
1 C 0.5309
2 C 0.7890
3 C 0.1287
4 C -0.0989
5 C 0.4823
6 C -0.6649
7 C -0.6187
8 C -0.6818


Entry 2:
A structure of composition C9H16N2O5S in a non-equilibrium geometry. Source: OMol25; level of theory: ωB97M-V/def2-TZVPD.

```
! wB97M-V def2-TZVPD RIJCOSX def2/J DEFGRID3
* xyz 0 1
C -0.156 0.731 0.863
C 0.320 -0.500 -0.160
C -1.054 0.312 2.052
C -0.724 1.386 3.229
C -1.899 3.690 3.945
C 0.673 -1.184 -2.470
C -0.351 -2.336 -2.383
C 2.112 -1.620 -2.194
C 3.008 -2.455 -3.310
H -1.805 1.527 -0.483
H -0.830 2.606 0.196
H 0.883 1.281 1.103
H -0.950 -0.884 2.213
H -2.004 0.222 1.550
H 0.355 1.718 3.135
H -0.628 0.882 4.514
H -0.974 4.161 4.217
H -2.554 4.506 3.489
H -2.383 3.356 5.004
H 0.120 0.958 -1.469
H 0.471 -0.709 -3.409
H 2.697 -0.557 -2.331
H 2.320 -1.993 -1.062
H 1.844 -3.803 -3.197
H -1.884 -3.041 -2.001
N -0.885 1.648 -0.113
N 0.367 -0.137 -1.414
O 0.776 -1.555 0.300
O -0.014 -3.482 -3.068
O 3.549 -1.528 -4.096
O 2.918 -3.760 -3.482
O -1.527 -2.168 -1.745
S -1.791 2.725 2.580
*
```

Calculated values
- LUMO level: 0.264 eV
- Gap between HOMO and LUMO: 9.2 eV

natural (NBO) population analysis, charges in e, atoms 1 to 8:
1 C -0.1112
2 C 0.6756
3 C -0.4820
4 C -0.5535
5 C -0.8183
6 C -0.1486
7 C 0.8121
8 C -0.5591


Entry 3:
The ion C9H16N3 with charge +1 in a non-equilibrium geometry. Source: OMol25; level of theory: ωB97M-V/def2-TZVPD.

```
! wB97M-V def2-TZVPD RIJCOSX def2/J DEFGRID3
* xyz 1 1
C -0.354 2.606 0.621
C -1.506 1.930 0.462
C 0.799 1.858 1.157
C -1.669 0.618 1.166
C 0.405 -0.746 -2.408
C 1.167 -1.890 -1.733
C -0.772 -0.463 -1.353
C 1.063 -1.670 -0.196
C -0.488 -0.271 0.998
N 1.834 1.446 0.630
N 0.048 -0.807 2.154
N -0.130 -0.813 -0.135
H -0.306 3.671 0.201
H -2.446 2.365 0.169
H 0.482 1.539 2.146
H -1.796 0.686 2.246
H -2.609 -0.029 0.819
H 0.983 0.233 -2.577
H -0.211 -1.224 -3.238
H 0.622 -2.865 -1.854
H 2.179 -1.915 -2.097
H -1.211 0.494 -1.350
H -1.562 -1.130 -1.498
H 0.949 -2.575 0.291
H 1.829 -1.233 0.364
H 0.958 -1.151 2.322
H -0.363 -0.530 3.033
H 2.106 1.863 -0.342
*
```

Calculated values
- LUMO level: -3.426 eV
- Gap between HOMO and LUMO: 10.2 eV
- SMILES string: [H]/N=C\C=C/CC(N)=[N+]1CCCC1

natural (NBO) population analysis, charges in e, atoms 1 to 8:
1 C -0.2297
2 C -0.1991
3 C 0.0915
4 C -0.5344
5 C -0.4057
6 C -0.4179
7 C -0.2269
8 C -0.2253


Entry 4:
A cluster of 2 separate species, C9H16N3 in total in a non-equilibrium geometry. Source: OMol25; level of theory: ωB97M-V/def2-TZVPD.

```
! wB97M-V def2-TZVPD RIJCOSX def2/J DEFGRID3
* xyz 1 1
C 0.088 -0.235 2.681
C 0.254 1.592 0.954
C -0.495 0.556 1.558
C -0.355 2.439 0.037
C -1.799 0.368 1.185
C -1.753 2.388 -0.178
C -2.425 1.306 0.335
H 1.151 1.931 1.450
H 0.206 3.262 -0.422
H 0.463 0.385 3.498
H 0.968 -0.789 2.360
H -2.510 -0.372 1.506
H -2.158 3.083 -0.906
H -3.492 1.294 0.227
H -0.555 -0.986 3.137
C 1.392 -2.941 -0.035
C 1.004 -1.028 -1.500
N 1.363 -1.501 -0.334
N 0.698 -1.757 -2.613
N 1.072 0.302 -1.669
H 1.569 -0.887 0.433
H 0.699 -2.763 -2.674
H -0.113 -1.317 -3.042
H 1.468 1.018 -1.087
H 0.855 0.567 -2.621
H 0.659 -3.302 0.675
H 2.342 -3.081 0.508
H 1.519 -3.520 -0.939
*
```

Calculated values
- LUMO level: -2.762 eV
- Gap between HOMO and LUMO: 9.6 eV

natural (NBO) population analysis, charges in e, atoms 1 to 8:
1 C -0.6310
2 C -0.3100
3 C -0.0194
4 C -0.1853
5 C -0.2274
6 C -0.2235
7 C -0.1769
8 H 0.2291


Entry 5:
A cluster of 2 separate species, C9H16N3O in total in a non-equilibrium geometry. Source: OMol25; level of theory: ωB97M-V/def2-TZVPD.

```
! wB97M-V def2-TZVPD RIJCOSX def2/J DEFGRID3
* xyz 2 2
C 1.898 -0.133 -2.677
C 0.844 -1.664 -1.167
N 0.838 -0.427 -1.683
N 1.849 -2.566 -1.303
N -0.257 -2.039 -0.527
H 0.295 0.397 -1.478
H 1.729 -3.224 -2.056
H 2.752 -2.478 -0.879
H -0.959 -1.340 -0.368
H -0.351 -2.912 -0.015
H 2.627 0.560 -2.261
H 1.396 0.422 -3.490
H 2.314 -0.951 -3.242
C 0.923 1.982 2.554
C -2.068 -0.193 1.845
C -0.957 0.386 2.402
C -2.369 0.292 0.548
C -0.120 1.337 1.734
C -1.650 1.362 -0.047
C -0.439 1.791 0.413
O -3.181 -0.414 -0.223
H -2.594 -1.023 2.298
H -0.774 0.174 3.448
H -3.392 0.019 -1.059
H -2.072 1.631 -1.015
H 0.432 2.667 3.260
H 1.643 2.489 1.907
H 0.118 2.591 -0.045
H 1.525 1.263 3.125
*
```

Calculated values
- LUMO level (spin up / spin down): -7.261 / -10.761 eV
- ⟨S²⟩: 0.77
- Gap between HOMO and LUMO (spin up / spin down): 10.0 / 7.0 eV

natural (NBO) population analysis, charges in e, atoms 1 to 8:
1 C -0.4451
2 C 0.7056
3 N -0.5504
4 N -0.8763
5 N -0.7115
6 H 0.4308
7 H 0.4402
8 H 0.4472


Entry 6:
The ion C9H16N3O2 with charge +1 in a non-equilibrium geometry. Source: OMol25; level of theory: ωB97M-V/def2-TZVPD.

```
! wB97M-V def2-TZVPD RIJCOSX def2/J DEFGRID3
* xyz 1 3
C 0.819 0.434 1.062
C -0.200 -0.240 0.958
C 0.186 0.929 -3.278
C -1.366 -1.050 0.510
C -0.415 -3.045 1.991
C 1.885 1.425 1.107
C 0.669 2.013 -2.351
C 1.719 2.399 -0.066
C -1.247 -1.855 1.757
N 0.160 -0.217 -2.747
N -2.057 -1.369 2.699
N 1.453 1.557 -1.266
O -2.521 -0.308 0.459
O -1.075 -1.715 -0.672
H -0.192 1.141 -4.252
H -0.025 -3.166 3.112
H -1.173 -3.924 1.850
H 0.309 -3.313 1.302
H 2.003 2.048 2.105
H 2.765 0.907 1.025
H 1.001 2.695 -3.102
H -0.108 2.412 -1.784
H 0.853 3.102 -0.007
H 2.616 3.019 -0.113
H -0.096 -0.862 -3.397
H -1.855 -1.538 3.615
H -3.067 -0.853 -0.258
H -2.653 -0.583 2.387
H 2.299 0.945 -1.523
H -0.687 -0.990 -1.126
*
```

Calculated values
- LUMO level (spin up / spin down): -2.720 / -7.520 eV
- ⟨S²⟩: 2.01
- Gap between HOMO and LUMO (spin up / spin down): 5.8 / 5.1 eV

Mulliken population analysis, charges in e, atoms 1 to 8:
1 C 0.1782
2 C -0.8533
3 C -0.1812
4 C 1.9750
5 C -1.3271
6 C -0.6551
7 C -0.5013
8 C -0.5531


Entry 7:
A cluster of 2 separate species, C9H16N4 in total in a non-equilibrium geometry. Source: OMol25; level of theory: ωB97M-V/def2-TZVPD.

```
! wB97M-V def2-TZVPD RIJCOSX def2/J DEFGRID3
* xyz 2 1
C -1.801 0.243 -3.002
C -0.776 0.726 -2.272
C -2.169 -0.795 -1.153
C 1.604 1.649 0.748
C -0.170 0.367 -0.018
C -2.670 -1.573 -0.070
C 0.363 -1.423 2.245
C 2.093 0.035 -1.042
C -0.460 -0.220 1.979
N -2.459 -0.789 -2.343
N -0.940 0.176 -0.977
N 2.784 2.146 0.791
N 1.157 0.748 -0.148
H -2.061 0.707 -3.844
H -0.070 1.498 -2.713
H 0.807 2.167 1.272
H -2.001 -2.195 0.433
H -3.207 -1.001 0.688
H -3.592 -2.062 -0.497
H 1.443 -1.236 2.106
H 0.039 -2.443 2.026
H 0.114 -1.424 3.315
H 2.554 -0.746 -0.540
H 2.785 0.771 -1.436
H 1.710 -0.320 -1.991
H -1.505 -0.418 2.174
H -0.254 0.847 2.391
H 3.065 2.810 1.517
H 3.616 1.757 0.359
*
```

Calculated values
- LUMO level: -8.501 eV
- Gap between HOMO and LUMO: 8.3 eV

natural (NBO) population analysis, charges in e, atoms 1 to 8:
1 C 0.0638
2 C -0.1591
3 C 0.5011
4 C 0.4180
5 C 0.5694
6 C -0.7258
7 C -0.6966
8 C -0.4496


Entry 8:
The molecule C9H16N4O5 in a non-equilibrium geometry. Source: OMol25; level of theory: ωB97M-V/def2-TZVPD.

```
! wB97M-V def2-TZVPD RIJCOSX def2/J DEFGRID3
* xyz 0 1
C -1.443 -0.950 -0.460
C -0.098 -0.232 -0.558
C -2.523 0.048 -0.073
C -3.916 -0.455 -0.279
C -4.969 0.509 0.331
C 2.310 -0.377 -0.138
C 3.321 -1.484 0.062
C 2.545 0.821 0.850
C 3.214 2.039 0.187
H -1.580 -1.724 1.432
H -2.078 -2.778 0.239
H -1.600 -1.376 -1.475
H -2.413 0.992 -0.607
H -2.372 0.336 0.992
H -4.049 -1.398 0.303
H -4.155 -0.641 -1.323
H -6.892 1.178 -0.013
H -6.264 0.086 -1.225
H 0.763 -1.851 0.243
H 2.451 0.004 -1.170
H 3.163 0.562 1.707
H 1.502 1.140 1.175
H 2.750 3.306 -1.399
H 1.533 2.136 -1.076
H 3.520 -3.362 -0.086
N -1.369 -2.061 0.481
N -6.169 0.523 -0.328
N 0.939 -0.901 -0.046
N 2.479 2.444 -0.911
O -0.025 0.860 -1.150
O -4.721 1.105 1.389
O 4.434 -1.323 0.482
O 4.232 2.555 0.611
O 2.821 -2.718 -0.284
*
```

Calculated values
- LUMO level: 0.410 eV
- Gap between HOMO and LUMO: 10.0 eV
- SMILES string: NC(=O)CC[C@H](N)C(=O)N[C@@H](CC(N)=O)C(=O)O

natural (NBO) population analysis, charges in e, atoms 1 to 8:
1 C -0.1231
2 C 0.6793
3 C -0.4221
4 C -0.4945
5 C 0.6834
6 C -0.1663
7 C 0.7867
8 C -0.5044


Entry 9:
The ion C9H16NO with charge +1 in a non-equilibrium geometry. Source: OMol25; level of theory: ωB97M-V/def2-TZVPD.

```
! wB97M-V def2-TZVPD RIJCOSX def2/J DEFGRID3
* xyz 1 1
C -1.852 1.180 -0.248
C -0.795 2.330 -0.263
C 1.103 0.923 -1.038
C -1.434 -0.181 0.447
C 0.278 -0.331 -1.323
C 0.526 1.757 0.015
C -0.402 -1.017 -0.148
C 1.246 2.011 1.168
C 1.120 -2.853 0.113
N -0.004 -2.058 0.512
O -0.811 -2.480 1.470
H -2.758 1.601 0.234
H -2.186 0.900 -1.258
H -0.870 2.850 -1.169
H -1.024 2.988 0.526
H 2.091 0.534 -0.730
H 1.206 1.443 -1.919
H -0.871 0.166 1.408
H -2.314 -0.924 0.498
H -0.491 -0.111 -2.192
H 1.062 -0.989 -1.769
H 2.109 1.479 1.500
H -0.257 -2.748 2.223
H 0.797 2.739 1.794
H 2.022 -2.573 0.717
H 1.336 -2.676 -0.914
H 1.177 -3.958 0.346
*
```

Calculated values
- LUMO level: -3.840 eV
- Gap between HOMO and LUMO: 8.9 eV
- SMILES string: C=C1CCC/C(=[N+](/C)O)CC1

natural (NBO) population analysis, charges in e, atoms 1 to 8:
1 C -0.3945
2 C -0.4592
3 C -0.4266
4 C -0.4998
5 C -0.4769
6 C 0.0258
7 C 0.4563
8 C -0.3798


Entry 10:
A cluster of 2 separate species, C9H16NO2 in total in a non-equilibrium geometry. Source: OMol25; level of theory: ωB97M-V/def2-TZVPD.

```
! wB97M-V def2-TZVPD RIJCOSX def2/J DEFGRID3
* xyz 1 1
C -1.004 -3.694 -0.578
C -0.275 -2.999 0.119
C 2.267 -1.616 2.198
C 2.845 -1.517 0.730
C 0.694 -2.224 0.765
C -2.382 1.333 -1.202
C 0.282 1.861 0.037
C -0.659 -0.229 0.816
C -1.083 0.531 -1.498
N -0.101 0.487 -0.374
O 1.080 -2.421 1.976
O 1.660 -1.643 -0.052
H -1.526 -4.444 -1.110
H 2.883 -2.142 2.791
H 1.841 -0.769 2.667
H 3.284 -0.441 0.410
H 3.575 -2.167 0.515
H -2.638 1.467 -0.206
H -2.181 2.311 -1.641
H -3.321 0.804 -1.670
H 0.784 2.175 -0.873
H -0.519 2.577 0.433
H 1.038 1.791 0.703
H -0.144 0.020 1.845
H -1.732 -0.402 0.787
H -0.787 0.835 -2.533
H -1.394 -0.614 -1.683
H 0.575 -0.213 -0.535
*
```

Calculated values
- LUMO level (spin up / spin down): -3.352 / -3.351 eV
- Gap between HOMO and LUMO (spin up / spin down): 8.1 / 8.1 eV

natural (NBO) population analysis, charges in e, atoms 1 to 8:
1 C -0.1156
2 C -0.0669
3 C -0.0876
4 C -0.0846
5 C 0.6178
6 C -0.6440
7 C -0.4066
8 C -0.4614


Entry 11:
A structure of composition C9H16NPdS4Se. Source: OMol25; level of theory: ωB97M-V/def2-TZVPD.

```
! wB97M-V def2-TZVPD RIJCOSX def2/J DEFGRID3
* xyz 1 1
Pd 0.228 -0.695 0.973
C 2.336 0.420 -1.002
C 2.547 1.403 0.129
S 1.219 1.446 1.356
C -0.080 2.340 0.464
C -1.388 2.113 1.186
S -1.892 0.379 1.317
C -2.472 0.024 -0.365
C -2.520 -1.475 -0.556
S -0.936 -2.320 -0.337
C -0.065 -1.879 -1.864
C 1.407 -2.155 -1.666
S 2.177 -1.245 -0.301
H 3.198 0.451 -1.673
H 1.440 0.652 -1.582
H 2.695 2.410 -0.264
H 3.441 1.154 0.704
H -0.120 1.978 -0.566
H 0.154 3.406 0.446
H -2.190 2.680 0.709
H -1.333 2.456 2.222
H -1.806 0.507 -1.082
H -3.476 0.434 -0.499
H -2.918 -1.722 -1.541
H -3.179 -1.943 0.177
H -0.250 -0.826 -2.089
H -0.446 -2.481 -2.691
H 1.960 -1.948 -2.584
H 1.582 -3.204 -1.422
Se -0.052 0.224 5.323
C 0.289 -0.936 3.994
N 0.453 -1.647 3.077
*
```

Calculated values
- LUMO level: -5.395 eV
- Gap between HOMO and LUMO: 4.0 eV

natural (NBO) population analysis, charges in e, atoms 1 to 8:
1 Pd 0.4739
2 C -0.5478
3 C -0.5656
4 S 0.4897
5 C -0.5515
6 C -0.5654
7 S 0.4770
8 C -0.5550


Entry 12:
The molecule C9H16O3S in a non-equilibrium geometry. Source: OMol25; level of theory: ωB97M-V/def2-TZVPD.

```
! wB97M-V def2-TZVPD RIJCOSX def2/J DEFGRID3
* xyz 0 1
C -1.540 -0.909 -0.280
C -0.345 -1.355 -0.695
C -2.429 -0.391 -1.309
C -5.550 1.216 -1.045
C 3.003 1.260 1.430
C 4.947 -0.491 1.712
C -4.159 1.218 -1.669
C 2.678 -1.331 1.693
C 3.494 -0.163 1.101
O -2.477 -0.791 -2.452
O -0.064 -1.625 -1.884
O -3.271 0.562 -0.815
S 1.373 -1.836 0.564
H -1.657 -0.581 0.765
H -6.358 1.566 -1.704
H -5.808 0.275 -0.691
H -5.498 1.912 -0.265
H 3.629 1.639 2.201
H 3.117 1.927 0.561
H 1.933 1.178 1.776
H 4.817 -0.280 2.799
H 5.343 -1.519 1.431
H 5.653 0.177 1.382
H -3.843 2.181 -1.708
H -3.978 0.761 -2.588
H 2.368 -1.087 2.738
H 3.524 -0.223 0.063
H -0.961 -1.384 -2.458
H 2.062 -1.907 -0.655
*
```

Calculated values
- LUMO level (spin up / spin down): -0.122 / -0.141 eV
- Gap between HOMO and LUMO (spin up / spin down): 7.6 / 7.6 eV

natural (NBO) population analysis, charges in e, atoms 1 to 8:
1 C -0.5757
2 C 0.3635
3 C 0.7824
4 C -0.6184
5 C -0.6147
6 C -0.6013
7 C -0.0706
8 C -0.4191


How do the records compare in relative energy (zero: lowest compared OMol25 entry of this formula, charge and spin)? In the order shown, they have 109.5; 166.1; 89.4; 30.3; 41.3; 65.4; 58.5; 10.2; 90.7; 182.1; 18.4; 97.9 kcal/mol.